(1)
This record from the OMol25 dataset describes C3H7NO2 in the gas phase in a non-equilibrium geometry. The level of theory is ωB97M-V/def2-TZVPD.

Last columns: bonded neighbours and bond lengths (Å).
Geometry (Å):
1 O 0.51 -1.41 -1.64  C2 1.206
2 C 0.36 -1.07 -0.49  O1 1.206, O3 1.386, C4 1.450
3 O 0.54 -1.93 0.59  C2 1.386, H7 1.009
4 C 0.25 0.30 -0.02  C2 1.450, C5 1.544, N6 1.491, H8 1.136
5 C -0.64 1.32 -0.78  C4 1.544, H9 1.048, H10 1.153, H11 1.062
6 N -0.07 0.43 1.43  C4 1.491, H12 1.070, H13 1.089
7 H 0.95 -2.74 0.15  O3 1.009
8 H 1.31 0.69 -0.11  C4 1.136
9 H -0.29 1.51 -1.74  C5 1.048
10 H -1.73 0.97 -0.83  C5 1.153
11 H -0.64 2.15 -0.11  C5 1.062
12 H 0.53 -0.28 1.96  N6 1.070
13 H -1.08 0.07 1.59  N6 1.089

Properties
**DFT total energy**: -323.7402 Ha
**Structure (SMILES)**: C[C@@H](N)C(=O)O
**Net charge**: 0
**Molecular weight**: 89.094 Da
**HOMO-LUMO gap**: 10.253 eV

(2)
This record from the OMol25 dataset describes C3H7NO2 in the gas phase in a non-equilibrium geometry. The level of theory is ωB97M-V/def2-TZVPD.

Last columns: bonded neighbours and bond lengths (Å).
Geometry (Å):
1 C -0.99 0.12 0.22  C2 1.521, N6 1.495, H7 1.090, H8 1.094
2 C 0.47 -0.33 0.27  C1 1.521, C3 1.537, H9 1.084, H10 1.099
3 C 1.18 -0.19 -1.09  C2 1.537, O4 1.349, O5 1.205
4 O 1.67 -1.35 -1.58  C3 1.349, H11 0.966
5 O 0.96 0.80 -1.74  C3 1.205
6 N -1.28 0.63 1.60  C1 1.495, H12 1.014, H13 1.011
7 H -1.17 0.99 -0.40  C1 1.090
8 H -1.62 -0.71 -0.13  C1 1.094
9 H 1.04 0.31 0.94  C2 1.084
10 H 0.71 -1.34 0.64  C2 1.099
11 H 2.36 -1.13 -2.22  O4 0.966
12 H -2.27 0.58 1.84  N6 1.014
13 H -1.06 1.61 1.65  N6 1.011

Properties
**DFT total energy**: -323.7390 Ha
**Structure (SMILES)**: NCCC(=O)O
**Net charge**: 0
**Molecular weight**: 89.094 Da
**HOMO-LUMO gap**: 10.175 eV

(3)
This record from the OMol25 dataset describes C3H7NO2 in the gas phase. The level of theory is ωB97M-V/def2-TZVPD.

Last columns: bonded neighbours and bond lengths (Å).
Geometry (Å):
1 C -0.07 -0.48 -2.25  O2 1.428, H7 1.089, H8 1.093, H9 1.091
2 O -0.68 -0.32 -0.97  C1 1.428, C3 1.339
3 C 0.08 0.27 -0.04  O2 1.339, O4 1.210, C5 1.520
4 O 1.18 0.71 -0.25  C3 1.210
5 C -0.59 0.31 1.33  C3 1.520, N6 1.452, H10 1.092, H11 1.097
6 N 0.35 0.13 2.41  C5 1.452, H12 1.016, H13 1.018
7 H -0.83 -0.92 -2.88  C1 1.089
8 H 0.79 -1.14 -2.17  C1 1.093
9 H 0.26 0.48 -2.65  C1 1.091
10 H -1.38 -0.44 1.38  C5 1.092
11 H -1.09 1.28 1.44  C5 1.097
12 H 0.69 -0.83 2.39  N6 1.016
13 H 1.16 0.71 2.22  N6 1.018

Properties
**DFT total energy**: -323.7473 Ha
**Structure (SMILES)**: COC(=O)CN
**Net charge**: 0
**Molecular weight**: 89.094 Da
**HOMO-LUMO gap**: 10.596 eV

(4)
This record from the OMol25 dataset describes C3H7NO2 in the gas phase in a non-equilibrium geometry. The level of theory is ωB97M-V/def2-TZVPD.

Last columns: bonded neighbours and bond lengths (Å).
Geometry (Å):
1 C 1.03 -0.28 0.06  C2 1.503, N4 1.651, O5 1.186
2 C 1.77 1.00 -0.21  C1 1.503, H7 1.112, H8 1.110, H9 1.154
3 C -1.25 -1.39 -0.41  N4 1.445, H10 1.039, H11 1.073, H12 1.034
4 N -0.36 -0.33 -0.83  C1 1.651, C3 1.445, O6 1.423
5 O 1.27 -1.20 0.76  C1 1.186
6 O -1.02 0.92 -0.75  N4 1.423, H13 1.031
7 H 1.63 1.66 0.67  C2 1.112
8 H 1.25 1.43 -1.09  C2 1.110
9 H 2.89 0.73 -0.34  C2 1.154
10 H -0.83 -2.27 -0.77  C3 1.039
11 H -1.45 -1.28 0.64  C3 1.073
12 H -2.16 -1.30 -0.89  C3 1.034
13 H -1.65 0.81 0.07  O6 1.031

Properties
**DFT total energy**: -323.6518 Ha
**Structure (SMILES)**: CC(=O)N(C)O
**Net charge**: 0
**Molecular weight**: 89.094 Da
**HOMO-LUMO gap**: 9.675 eV

(5)
This record from the OMol25 dataset describes 2 unconnected molecules or ions with the total composition C3H7NO2 in a non-equilibrium geometry. The level of theory is ωB97M-V/def2-TZVPD.

Last columns: bonded neighbours and bond lengths (Å).
Geometry (Å):
1 O 2.07 -1.57 -1.27  C2 1.212
2 C 1.92 -0.44 -0.84  O1 1.212, C3 1.482, H4 1.063
3 C 3.09 0.16 -0.14  C2 1.482, H5 1.153, H6 1.046, H7 1.070
4 H 0.99 0.06 -0.90  C2 1.063
5 H 2.85 0.03 0.98  C3 1.153
6 H 3.27 1.13 -0.49  C3 1.046
7 H 4.02 -0.33 -0.36  C3 1.070
8 C -3.15 0.83 0.46  N9 1.402, O10 1.190, H11 1.079
9 N -2.96 -0.56 0.51  C8 1.402, H12 0.931, H13 1.015
10 O -2.19 1.50 0.65  C8 1.190
11 H -4.12 1.23 0.21  C8 1.079
12 H -3.64 -1.09 0.17  N9 0.931
13 H -2.15 -0.95 1.00  N9 1.015

Properties
**DFT total energy**: -323.7091 Ha
**Structure (SMILES)**: CC=O.NC=O
**Net charge**: 0
**Molecular weight**: 89.094 Da
**HOMO-LUMO gap**: 10.613 eV

(6)
This record from the OMol25 dataset describes C3H7NO2 in the gas phase. The level of theory is ωB97M-V/def2-TZVPD.

Last columns: bonded neighbours and bond lengths (Å).
Geometry (Å):
1 C 1.60 0.18 -1.58  N2 1.432, H7 1.096, H8 1.097, H9 1.095
2 N 1.29 -0.50 -0.36  C1 1.432, C3 1.262
3 C 0.23 -0.35 0.31  N2 1.262, O4 1.349, O5 1.340
4 O 0.15 -1.08 1.44  C3 1.349, H10 0.978
5 O -0.83 0.44 0.04  C3 1.340, C6 1.433
6 C -1.93 0.43 0.96  O5 1.433, H11 1.093, H12 1.092, H13 1.094
7 H 1.74 -0.57 -2.37  C1 1.096
8 H 2.55 0.70 -1.45  C1 1.097
9 H 0.83 0.90 -1.90  C1 1.095
10 H 1.02 -1.51 1.36  O4 0.978
11 H -2.36 -0.57 1.05  C6 1.093
12 H -2.67 1.12 0.54  C6 1.092
13 H -1.62 0.79 1.95  C6 1.094

Properties
**DFT total energy**: -323.7221 Ha
**Structure (SMILES)**: C/N=C(/O)OC
**Net charge**: 0
**Molecular weight**: 89.094 Da
**HOMO-LUMO gap**: 10.124 eV

(7)
This record from the OMol25 dataset describes a gas-phase ion, C3H7NO2P (charge +1) in a non-equilibrium geometry. The level of theory is ωB97M-V/def2-TZVPD.

Last columns: bonded neighbours and bond lengths (Å).
Geometry (Å):
1 C -0.08 -0.72 0.31  N4 1.465, O5 1.331, H8 1.058, H9 1.130
2 C 1.72 1.21 0.31  N4 1.483, O6 1.342, P7 2.193, H10 1.063, H11 1.021
3 C -2.18 -0.29 -0.57  O5 1.389, H12 1.136, H13 1.139, H14 1.204
4 N 1.29 -0.21 0.24  C1 1.465, C2 1.483, P7 1.609
5 O -0.88 0.14 -0.32  C1 1.331, C3 1.389
6 O 2.98 0.93 -0.04  C2 1.342, P7 1.593
7 P 2.75 -0.63 -0.27  C2 2.193, N4 1.609, O6 1.593
8 H -0.32 -1.69 -0.05  C1 1.058
9 H -0.34 -0.75 1.41  C1 1.130
10 H 1.15 1.79 -0.37  C2 1.063
11 H 1.55 1.50 1.28  C2 1.021
12 H -2.71 0.56 -1.10  C3 1.136
13 H -2.79 -0.51 0.36  C3 1.139
14 H -2.14 -1.33 -1.19  C3 1.204

Properties
**DFT total energy**: -664.7633 Ha
**Net charge**: +1
**Molecular weight**: 120.068 Da
**HOMO-LUMO gap**: 8.320 eV

(8)
This record from the OMol25 dataset describes C3H7NO2S in the gas phase in a non-equilibrium geometry. The level of theory is ωB97M-V/def2-TZVPD.

Last columns: bonded neighbours and bond lengths (Å).
Geometry (Å):
1 O -1.30 -0.90 -1.83  C2 1.194
2 C -1.14 -0.85 -0.65  O1 1.194, O3 1.359, C4 1.543
3 O -1.67 -1.68 0.28  C2 1.359, H8 0.982
4 C -0.27 0.23 0.04  C2 1.543, C5 1.533, N7 1.484, H9 1.091
5 C 1.25 0.04 0.11  C4 1.533, S6 1.842, H10 1.082, H11 1.097
6 S 1.62 -0.71 1.75  C5 1.842, H12 1.357
7 N -0.75 1.49 -0.58  C4 1.484, H13 1.015, H14 1.016
8 H -1.87 -2.42 -0.33  O3 0.982
9 H -0.69 0.29 1.04  C4 1.091
10 H 1.73 1.00 0.14  C5 1.082
11 H 1.56 -0.61 -0.72  C5 1.097
12 H 2.32 0.28 2.37  S6 1.357
13 H -0.46 1.60 -1.55  N7 1.015
14 H -0.32 2.25 -0.07  N7 1.016

Properties
**DFT total energy**: -721.9250 Ha
**Structure (SMILES)**: N[C@H](CS)C(=O)O
**Net charge**: 0
**Molecular weight**: 121.161 Da
**HOMO-LUMO gap**: 9.908 eV

> Which value of HOMO-LUMO gap does entry 4 give?

9.675 eV